# 1
Entry from the Open Molecules 2025 dataset: 3 unconnected molecules or ions with the total composition C4H13N2O at a distorted geometry (ωB97M-V/def2-TZVPD).

```
20
Properties=species:S:1:pos:R:3
C -0.892 0.266 0.392
C -0.636 1.302 -0.705
C 0.833 1.350 -0.878
C 1.600 2.472 -0.856
N 1.411 -1.296 -1.707
N -0.662 -1.081 0.045
H -0.366 0.462 1.226
H -2.043 0.356 0.649
H -0.993 0.984 -1.663
H -0.903 2.283 -0.419
H 1.162 3.436 -0.586
H 2.683 2.464 -0.826
H 1.538 -0.137 -1.510
H 2.303 -1.674 -1.393
H 0.114 -1.280 -0.593
H -1.408 -1.738 -0.044
H 1.311 -1.534 -2.691
H -2.183 -2.828 3.856
H -1.455 -1.503 4.145
O -1.414 -2.303 3.556
```

Net charge = +1
Lowest unoccupied orbital energy = -7.97 eV
Multiplicity = 1
HOMO level = -13.101 eV
Orbital gap = 0.189 hartree
Energy above the lowest of the compared OMol25 structures with the same formula, charge and spin = 183.9 kcal/mol

# 2
Entry from the Open Molecules 2025 dataset: a molecular structure, C16H32Br16 at a distorted geometry (ωB97M-V/def2-TZVPD).

```
64
Properties=species:S:1:pos:R:3
Br -9.085 8.971 -1.923
C -8.390 7.936 -0.437
C -8.179 6.431 -0.827
Br -7.343 5.398 0.644
H -9.045 8.039 0.428
H -7.377 8.284 -0.235
H -7.592 6.264 -1.730
H -9.093 5.915 -1.119
Br 7.231 1.189 4.799
C 5.454 0.695 3.953
C 5.311 1.224 2.500
Br 4.341 2.919 2.537
H 4.611 0.949 4.596
H 5.567 -0.386 3.869
H 4.713 0.593 1.842
H 6.294 1.406 2.065
Br 4.299 -4.820 3.457
C 2.834 -5.136 4.854
C 3.376 -5.877 6.062
Br 4.914 -5.032 6.957
H 2.008 -5.700 4.419
H 2.477 -4.171 5.214
H 3.680 -6.912 5.902
H 2.501 -5.866 6.711
Br 0.667 5.232 7.756
C -0.858 6.385 7.600
C -1.958 5.659 6.969
Br -2.322 4.140 8.192
H -0.769 7.352 7.105
H -1.043 6.507 8.668
H -1.622 5.260 6.012
H -2.843 6.262 6.766
Br 2.745 -10.804 -2.307
C 2.021 -9.118 -1.522
C 2.615 -7.944 -2.350
Br 1.575 -6.322 -1.789
H 2.482 -9.314 -0.554
H 0.935 -9.155 -1.606
H 2.505 -8.208 -3.401
H 3.656 -7.809 -2.054
Br 4.079 -0.925 -4.722
C 3.735 -1.315 -6.614
C 4.704 -0.642 -7.585
Br 4.014 -1.049 -9.403
H 2.737 -1.198 -7.037
H 3.965 -2.369 -6.776
H 5.750 -0.949 -7.568
H 4.810 0.429 -7.412
Br -2.879 -1.189 -7.277
C -4.723 -0.633 -6.604
C -4.648 0.922 -6.557
Br -6.399 1.484 -5.797
H -4.992 -1.080 -5.647
H -5.520 -1.032 -7.232
H -4.575 1.398 -7.535
H -3.896 1.299 -5.863
Br -0.941 -0.759 1.858
C -0.619 0.074 0.146
C -1.312 1.473 0.188
Br -0.828 2.368 -1.537
H -0.986 -0.745 -0.473
H 0.440 0.321 0.080
H -0.835 2.117 0.927
H -2.373 1.563 0.418
```

Net charge = 0
Lowest unoccupied orbital energy = 0.04 eV
Multiplicity = 1
HOMO level = -9.743 eV
Orbital gap = 0.359 hartree
Energy above the lowest of the compared OMol25 structures with the same formula, charge and spin = 83.1 kcal/mol

# 3
Entry from the Open Molecules 2025 dataset: 6 unconnected molecules or ions with the total composition C16H40F12N3O6P3 at a distorted geometry (ωB97M-V/def2-TZVPD).

```
80
Properties=species:S:1:pos:R:3
N 1.352 -1.382 4.251
H 0.837 -0.815 3.593
H 1.970 -2.097 3.893
H 0.532 -1.793 4.674
H 1.795 -0.917 5.030
N 2.472 -0.498 7.792
O 1.892 -1.380 8.406
O 2.309 -0.235 6.603
O 3.249 0.245 8.355
N -1.240 -3.409 5.634
O -1.031 -2.503 4.905
O -2.375 -3.589 6.043
O -0.331 -4.050 6.075
C 3.466 -1.091 -0.976
C 2.114 -0.573 -1.584
C 1.216 -1.579 -2.262
C 0.080 -1.139 -3.282
P -1.093 0.028 -2.627
C -0.501 1.805 -2.452
C 0.490 2.202 -3.577
C 1.668 3.109 -3.099
C 1.106 4.415 -2.458
C -2.407 0.226 -4.016
C -3.342 1.498 -3.844
C -3.107 2.658 -4.940
C -4.062 3.787 -4.533
C -2.054 -0.695 -1.248
C -1.291 -1.106 -0.053
C -2.029 -1.053 1.336
C -3.166 -2.069 1.472
H 3.531 -2.178 -0.962
H 3.558 -0.701 0.038
H 4.335 -0.720 -1.519
H 2.336 0.218 -2.300
H 1.577 -0.069 -0.780
H 0.813 -2.254 -1.507
H 1.768 -2.300 -2.864
H -0.468 -2.044 -3.544
H 0.372 -0.818 -4.282
H 0.083 1.636 -1.547
H -1.326 2.502 -2.309
H 0.028 2.776 -4.381
H 0.997 1.383 -4.087
H 2.251 3.328 -3.994
H 2.367 2.627 -2.415
H 1.892 5.163 -2.358
H 0.760 4.341 -1.427
H 0.285 4.862 -3.018
H -2.825 -0.746 -4.275
H -1.762 0.381 -4.881
H -3.360 1.933 -2.845
H -4.345 1.105 -4.009
H -3.365 2.371 -5.959
H -2.072 2.990 -5.025
H -3.761 4.177 -3.560
H -5.108 3.483 -4.577
H -3.971 4.682 -5.148
H -2.626 -1.503 -1.705
H -2.747 0.085 -0.934
H -0.491 -0.376 0.069
H -0.851 -2.098 -0.152
H -2.486 -0.078 1.506
H -1.271 -1.273 2.088
H -4.061 -1.831 0.897
H -3.333 -2.036 2.549
H -2.737 -3.013 1.139
P 3.350 -3.983 3.329
F 2.616 -3.841 4.735
F 4.933 -4.062 3.858
F 3.352 -5.600 3.366
F 4.036 -3.921 1.906
F 1.959 -3.875 2.509
F 3.393 -2.416 3.241
P 0.554 1.935 2.569
F 1.851 2.404 3.472
F 1.386 2.253 1.253
F 1.084 0.437 2.449
F -0.769 1.491 1.705
F -0.461 1.669 3.895
F 0.210 3.504 2.681
```

Net charge = -1
Lowest unoccupied orbital energy (spin up / spin down) = 1.11 / -2.03 eV
Multiplicity = 2
HOMO level (spin up / spin down) = -5.915 / -4.744 eV
Orbital gap (spin up / spin down) = 0.258 / 0.100 hartree

# 4
Entry from the Open Molecules 2025 dataset: 2 unconnected molecules or ions with the total composition C6H13NOS at a distorted geometry (ωB97M-V/def2-TZVPD).

```
22
Properties=species:S:1:pos:R:3
C -1.864 0.023 -0.910
C -0.722 0.398 -0.396
C -3.033 0.854 -1.313
C 1.223 -2.683 0.338
C 1.426 -0.467 1.919
C 1.397 -1.204 0.594
N 1.227 1.969 -0.944
O 0.052 2.459 1.274
S -0.240 2.025 -0.084
H -1.974 -0.994 -1.093
H -4.092 0.909 -0.873
H -2.804 1.941 -1.229
H -3.160 0.809 -2.405
H 0.584 -2.782 -0.536
H 0.823 -3.134 1.250
H 2.075 -3.253 0.189
H 0.418 0.043 2.112
H 2.170 0.356 2.018
H 1.471 -1.193 2.730
H 1.882 -0.635 -0.128
H 2.005 2.368 -0.554
H 1.137 2.190 -1.958
```

Net charge = 0
Lowest unoccupied orbital energy (spin up / spin down) = 0.79 / -0.43 eV
Multiplicity = 1
HOMO level (spin up / spin down) = -7.733 / -7.176 eV
Orbital gap (spin up / spin down) = 0.313 / 0.248 hartree
Energy above the lowest of the compared OMol25 structures with the same formula, charge and spin = 162.2 kcal/mol